# C12H20AlBeBr2Cl4Cs2F5LiO7

A structure of composition C12H20AlBeBr2Cl4Cs2F5LiO7 at a distorted geometry (wB97M-V/def2-TZVPD, OMol25).

The total energy is -8788.58935 hartree. As for the lowest unoccupied orbital energy: -8.70 eV. The charge is +1.

Each line ends with the Mulliken charge.
Geometry (Å):
C  3.026  -2.946  -1.746  -0.887
O  3.186  -1.727  -1.025  -0.152
C  4.527  -1.442  -0.689  -1.120
C  4.903  -0.025  -1.116  -0.309
O  6.195  0.217  -0.559  -0.371
C  6.909  1.089  -1.327  0.019
O  6.641  2.239  -1.382  -0.501
C  3.899  0.941  -0.611  0.104
Br  4.058  1.414  1.187  -0.098
C  2.937  1.441  -1.341  0.780
C  1.871  2.375  -0.875  -1.282
Br  2.791  0.987  -3.175  0.122
H  3.642  -3.751  -1.365  0.390
H  1.989  -3.232  -1.650  0.233
H  3.227  -2.773  -2.800  0.316
H  4.741  -1.614  0.365  0.372
H  5.187  -2.104  -1.242  0.572
H  5.002  -0.022  -2.195  0.768
H  7.733  0.667  -1.904  0.460
H  2.014  3.388  -1.232  0.294
H  1.728  2.326  0.191  0.396
H  0.942  2.018  -1.310  0.355
Cl  0.190  0.999  -3.807  -0.230
C  -5.713  -2.078  1.379  -1.534
C  -5.301  -0.650  1.059  -0.687
O  -4.107  -0.636  0.260  -0.173
C  -4.284  -0.879  -1.055  0.417
O  -5.329  -1.094  -1.590  -0.505
O  -3.097  -0.863  -1.637  -0.134
C  -3.140  -1.186  -3.037  -0.627
H  -4.885  -2.623  1.830  0.569
H  -6.559  -2.092  2.066  0.435
H  -5.991  -2.622  0.475  0.434
H  -5.067  -0.117  1.987  0.516
H  -6.104  -0.104  0.569  0.399
H  -3.857  -0.560  -3.560  0.323
H  -3.384  -2.238  -3.170  0.318
H  -2.150  -0.998  -3.438  0.082
C  -0.608  0.213  1.629  0.571
Cl  -0.717  1.973  1.558  -0.128
Cl  -0.106  -0.473  0.085  -0.012
Cl  0.542  -0.283  2.784  -0.038
H  -1.587  -0.170  1.885  -0.359
Li  2.021  -1.127  0.724  0.800
Cs  -3.231  -2.555  2.342  1.134
O  6.045  3.837  1.164  -0.786
H  6.038  3.429  0.277  0.520
F  -4.359  1.214  4.106  -0.372
Al  -4.988  2.810  4.141  0.513
F  -6.565  2.760  4.747  -0.369
F  -4.988  3.393  2.543  -0.396
F  -3.998  3.771  5.118  -0.369
Cs  4.568  4.546  1.946  0.990
Be  -8.099  -2.817  0.346  0.100
F  1.661  -2.245  2.076  -0.866

# C4H14N2O

A cluster of 2 separate species, C4H14N2O in total at a distorted geometry (wB97M-V/def2-TZVPD, OMol25).

The calculation puts the relative energy (zero: lowest compared OMol25 entry of this formula, charge and spin) at 274.5 kJ/mol. The total energy is -345.47163 hartree. As for the lowest unoccupied orbital energy: 0.71 eV.

Each line ends with the Mulliken charge.
Geometry (Å):
C  1.805  1.505  1.396  -0.752
N  0.368  1.452  1.274  -0.409
C  -0.004  1.013  -0.120  -0.066
C  -1.540  0.727  -0.269  -0.980
C  -1.968  -0.665  0.240  -0.413
N  -1.209  -1.776  -0.497  -0.609
H  2.253  2.345  0.818  0.234
H  2.117  0.528  1.033  0.299
H  2.081  1.535  2.585  0.261
H  0.014  0.804  2.018  0.269
H  0.445  0.079  -0.460  0.092
H  0.123  1.810  -0.863  0.306
H  -2.099  1.489  0.155  0.441
H  -1.739  0.926  -1.346  0.360
H  -1.837  -0.597  1.437  0.239
H  -3.073  -0.885  -0.054  0.264
H  -1.260  -1.605  -1.420  0.248
H  -0.254  -2.089  -0.309  0.226
O  1.992  -2.023  -1.585  -0.618
H  1.501  -2.839  -1.625  0.317
H  2.285  -1.732  -2.410  0.291

# C5H10NO

A cluster of 2 separate species, C5H10NO in total at a distorted geometry (wB97M-V/def2-TZVPD, OMol25).

The calculation puts the relative energy (zero: lowest compared OMol25 entry of this formula, charge and spin) at 305.2 kJ/mol. The total energy is -326.36907 hartree. As for the lowest unoccupied orbital energy: 4.02 eV. The charge is -1.

Each line ends with the Mulliken charge.
Geometry (Å):
C  -2.305  0.334  1.060  -1.128
C  -1.689  -0.124  -0.266  -0.119
C  0.136  -1.531  -1.371  -1.181
C  2.851  -0.226  -0.997  -0.640
C  -0.406  -0.603  -0.361  0.086
N  1.920  0.495  -0.458  -0.241
O  2.129  0.897  0.752  -0.666
H  -2.768  1.285  0.978  0.302
H  -3.209  -0.353  1.292  0.249
H  -2.319  -0.106  -1.205  0.250
H  0.765  -0.994  -2.054  0.251
H  -0.407  -2.110  -2.150  0.372
H  0.707  -2.289  -0.911  0.356
H  -1.783  0.206  1.953  0.389
H  3.981  -0.459  -0.649  0.251
H  2.754  -0.672  -1.937  0.316
H  0.123  -0.671  0.576  0.154

# C12H26BN2O7P2S

A cluster of 2 separate species, C12H26BN2O7P2S in total at a distorted geometry (wB97M-V/def2-TZVPD, OMol25).

The total energy is -2214.56914 hartree. As for the lowest unoccupied orbital energy: -3.05 eV. The charge is +1.

Each line ends with the Mulliken charge.
Geometry (Å):
C  -2.863  -3.405  -1.505  -0.681
O  -2.090  -2.251  -1.929  -0.571
B  -1.129  -1.875  -0.915  0.785
O  -0.184  -2.896  -0.577  -0.520
C  -1.151  -0.377  -0.309  0.468
C  0.134  0.518  -0.751  -0.994
C  1.218  -0.284  -1.570  -0.006
O  1.612  0.217  -2.653  -0.543
N  -2.337  0.354  -0.955  -0.041
C  -3.657  -0.013  -0.373  -0.046
P  -5.007  0.957  -1.322  0.212
S  -4.596  2.846  -1.488  -0.331
C  -3.603  0.384  1.183  -0.817
N  -2.656  -0.592  1.812  -0.383
C  -1.289  -0.242  1.275  -0.649
P  -0.068  -1.179  2.370  -0.099
C  1.657  -1.305  1.641  -0.323
O  -0.683  -2.797  2.386  -0.554
H  -2.713  -4.245  -2.241  0.282
H  -2.609  -3.771  -0.465  0.292
H  -3.968  -3.142  -1.527  0.252
H  0.204  -3.247  -1.401  0.300
H  0.581  0.957  0.200  0.364
H  -0.157  1.407  -1.389  0.373
H  1.709  -1.252  -1.259  0.300
H  -2.309  0.293  -1.992  0.454
H  -2.206  1.368  -0.754  0.550
H  -3.947  -1.097  -0.474  -0.063
H  -5.096  0.305  -2.607  0.133
H  -6.232  0.660  -0.645  0.148
H  -3.224  1.456  1.272  0.402
H  -4.631  0.372  1.642  0.418
H  -2.883  -1.528  1.440  0.257
H  -1.164  0.867  1.523  0.821
H  2.048  -0.361  1.161  -0.175
H  2.350  -1.511  2.523  0.398
H  1.821  -2.155  0.917  0.223
H  -1.177  -2.870  3.227  0.357
C  4.369  1.586  -1.160  -1.353
C  4.491  2.588  -0.036  0.503
C  5.690  2.373  0.842  -0.519
O  5.254  2.917  2.087  -0.322
C  3.900  2.787  2.118  0.601
O  3.227  2.947  3.088  -0.524
O  3.413  2.444  0.891  -0.262
H  3.460  1.771  -1.736  0.277
H  5.227  1.637  -1.832  0.436
H  4.288  0.566  -0.773  0.279
H  4.463  3.607  -0.434  0.246
H  6.575  2.895  0.478  0.327
H  5.936  1.317  0.994  0.316

# C5H15N2O

A cluster of 3 separate species, C5H15N2O in total at a distorted geometry (wB97M-V/def2-TZVPD, OMol25).

The calculation puts the relative energy (zero: lowest compared OMol25 entry of this formula, charge and spin) at 922.5 kJ/mol. The total energy is -383.69967 hartree. As for the lowest unoccupied orbital energy: -9.53 eV. The charge is +1.

Each line ends with the Mulliken charge.
Geometry (Å):
C  -2.266  1.692  1.274  -1.442
C  -1.310  0.524  1.130  0.458
C  -0.113  0.664  2.084  -0.962
C  0.882  -0.517  1.976  -0.339
C  1.976  -1.059  -0.034  -0.238
N  1.894  -0.224  0.981  -0.165
N  -0.824  0.372  -0.253  -0.236
H  -1.700  2.628  1.017  0.390
H  -3.167  1.563  0.649  0.417
H  -2.628  1.805  2.309  0.380
H  -1.780  -0.361  1.471  0.244
H  -0.473  0.755  3.084  0.458
H  0.483  1.569  1.867  0.380
H  0.316  -1.416  1.708  0.292
H  1.409  -0.642  2.929  0.448
H  2.697  -0.766  -0.795  0.335
H  1.300  -1.893  -0.073  0.277
H  3.405  -0.238  -9.848  -0.002
H  3.704  0.435  -9.916  0.002
H  -0.672  -0.628  -0.380  0.283
H  -1.515  0.712  -0.964  0.366
H  -1.011  -2.860  -0.355  0.224
O  -0.607  -2.117  0.139  -0.570